Formula: C3H8ClN3
Source: the OMol25 dataset
Level of theory: ωB97M-V/def2-TZVPD

The geometry in XYZ format:
```
15
Properties=species:S:1:pos:R:3:forces:R:3:mulliken_charge:R:1
C -2.245388 -0.283751 -0.214782 -0.8364 0.7885 -0.4662 0.246
C 0.937649 0.306562 -0.771114 -1.9363 -1.3440 2.0362 0.756
C 3.019790 0.807369 0.384991 1.7348 0.6193 0.1165 -0.691
N -3.429431 -0.820261 -0.047843 -0.0575 -0.3193 0.2245 -0.288
N -1.117854 -0.705037 0.236252 2.9533 0.8552 -0.7252 -0.448
N 1.661307 0.313397 0.257097 -0.9638 -0.3165 -0.1759 -0.135
Cl 0.786832 0.649429 -2.298721 0.1066 0.0877 -0.1089 0.180
H -2.226007 0.669129 -0.745201 -0.1428 -0.1112 -0.0124 0.284
H 3.376079 1.286342 -0.524166 -0.1824 -0.0592 -0.0470 0.326
H 3.681035 -0.025784 0.643653 -0.2235 -0.0559 -0.1227 0.329
H 3.058057 1.518940 1.215711 -0.2252 -0.0376 -0.1453 0.327
H -4.269988 -0.335819 -0.339960 0.1543 0.0095 -0.0210 0.267
H -3.561081 -1.677804 0.479024 -0.0084 0.0931 -0.1024 0.249
H -0.957712 -1.640806 0.584757 -0.0465 -0.2508 -0.0262 0.242
H 1.286712 -0.061906 1.140304 -0.3262 0.0412 -0.4241 0.356
```
Forces are in eV/Å.

Summary:
F_max in eV/A: 3.16
Multiplicity: 1
Total energy in eV: -20211.78979
Orbital gap (spin up / spin down) in Ha: 0.25618 / 0.25075
Charge: +2